# C5H6O

C5H6O in the gas phase at a distorted geometry (wB97M-V/def2-TZVPD, OMol25).

Summary:
Lowest unoccupied orbital energy   0.0081 Ha
SMILES string   CCC#CC=O
ΔE to the lowest compared entry with this formula, charge and spin   71.6 kcal/mol
E_tot   -7326.1782 eV
Multiplicity   1
Orbital gap   0.381 hartree

```
12
Properties=species:S:1:pos:R:3:forces:R:3:lowdin_charge:R:1
C -1.420258 0.357863 -0.393072 0.6140 0.4712 -0.2724 -0.109
C -1.042770 -1.089134 -0.028843 -0.1843 -0.1016 0.1121 -0.242
C 0.311682 -0.875641 0.475698 0.2733 0.5768 -0.4671 -0.010
C 1.158550 -0.019282 0.270417 0.4689 -1.0550 0.7983 -0.004
C 2.349693 0.753818 0.361174 0.4978 0.1166 0.1250 -0.293
O 2.630934 1.777590 -0.215902 -0.2007 -0.3775 0.1497 0.060
H -1.467666 1.008992 0.482727 -0.2744 -0.3837 0.2733 0.078
H -0.422784 0.723726 -0.835246 -2.4827 -0.0390 -0.6685 0.094
H -2.397251 0.408670 -0.896124 0.6273 0.2895 -0.3871 0.077
H -0.944609 -1.706644 -0.931345 -0.1725 0.1124 0.1298 0.120
H -1.760655 -1.579831 0.631435 0.2268 0.0362 0.0972 0.106
H 3.005137 0.239875 1.079077 0.6064 0.3543 0.1095 0.122
```
Positions in Å, forces in eV/Å.